i:
Computed, not measured: a 2-piece molecular cluster, C5H14 overall, with the ωB97M-V functional and the def2-TZVPD basis.

Output
Spin multiplicity = 1
HOMO = -11.285 eV
Frontier orbital gap = 0.4551 Eh

Last columns: bonded neighbours and bond lengths (Å).
Positions of all 19 atoms, in Å:
1 C 1.7454 -1.2127 -0.0184  C2 1.530, H4 1.084, H5 1.099, H6 1.096
2 C 0.3513 -1.8399 0.0403  C1 1.530, C3 1.535, H7 1.092, H8 1.092
3 C -0.1372 -2.4127 -1.2976  C2 1.535, H9 1.094, H10 1.085, H11 1.087
4 H 1.6342 -0.1439 -0.1612  C1 1.084
5 H 2.3273 -1.6258 -0.8546  C1 1.099
6 H 2.3772 -1.4031 0.8573  C1 1.096
7 H 0.3026 -2.6468 0.7751  C2 1.092
8 H -0.4138 -1.1364 0.3742  C2 1.092
9 H -0.5443 -1.6166 -1.9285  C3 1.094
10 H 0.6668 -2.9087 -1.8310  C3 1.085
11 H -0.9392 -3.1139 -1.0801  C3 1.087
12 C -1.1298 2.9864 0.0640  C13 1.535, H14 1.085, H15 1.087, H16 1.099
13 C -0.7276 2.0923 1.2456  C12 1.535, H17 1.092, H18 1.090, H19 1.096
14 H -2.1468 3.3451 0.1857  C12 1.085
15 H -0.3864 3.7416 -0.1779  C12 1.087
16 H -1.2317 2.3934 -0.8555  C12 1.099
17 H -0.4201 1.0765 0.9861  C13 1.092
18 H -1.5333 1.9863 1.9722  C13 1.090
19 H 0.2055 2.4388 1.7043  C13 1.096

=====

ii:
Computed, not measured: a 2-piece molecular cluster, C5H14 overall, with the ωB97M-V functional and the def2-TZVPD basis.

Output
Spin multiplicity = 1
HOMO = -10.838 eV
Frontier orbital gap = 0.4397 Eh

Last columns: bonded neighbours and bond lengths (Å).
Positions of all 19 atoms, in Å:
1 C 0.1719 -1.8994 -2.6823  C2 1.580, H4 1.096, H5 1.060, H6 1.104
2 C -0.6221 -0.9399 -1.7097  C1 1.580, C3 1.514, H7 1.155, H8 1.171
3 C 0.1935 0.2578 -1.2703  C2 1.514, H9 1.154, H10 1.133, H11 1.089
4 H -0.4056 -2.6760 -3.1956  C1 1.096
5 H 0.6409 -1.2371 -3.3646  C1 1.060
6 H 0.8721 -2.4371 -2.0191  C1 1.104
7 H -1.5900 -0.7160 -2.2986  C2 1.155
8 H -1.0117 -1.4928 -0.7538  C2 1.171
9 H 1.3113 -0.0246 -1.3303  C3 1.154
10 H -0.0425 1.0632 -2.0322  C3 1.133
11 H -0.2823 0.6476 -0.3713  C3 1.089
12 C 0.7535 0.9168 2.3779  C13 1.661, H14 1.234, H15 1.181, H16 1.011
13 C -0.7549 1.4319 2.8444  C12 1.661, H17 1.066, H18 1.083, H19 1.024
14 H 1.3536 1.2428 1.3497  C12 1.234
15 H 1.5211 1.2876 3.1953  C12 1.181
16 H 1.0080 -0.0500 2.5285  C12 1.011
17 H -0.5477 2.1271 3.6252  C13 1.066
18 H -1.2738 1.9003 2.0172  C13 1.083
19 H -1.2953 0.5977 3.0896  C13 1.024

=====

iii:
Computed, not measured: a 2-piece molecular cluster, C5H14 overall, with the ωB97M-V functional and the def2-TZVPD basis.

Output
Spin multiplicity = 1
HOMO = -10.679 eV
Frontier orbital gap = 0.4331 Eh

Last columns: bonded neighbours and bond lengths (Å).
Positions of all 19 atoms, in Å:
1 C -1.2623 1.4102 1.2537  C2 1.489, H4 1.029, H5 1.101, H6 1.096
2 C -1.0632 0.0598 0.6591  C1 1.489, C3 1.516, H7 1.192, H8 1.072
3 C -2.3581 -0.6750 0.3758  C2 1.516, H9 0.988, H10 1.120, H11 1.180
4 H -1.3578 1.3107 2.2737  C1 1.029
5 H -2.2535 1.8079 0.9868  C1 1.101
6 H -0.6025 2.2085 0.8962  C1 1.096
7 H -0.5086 0.2246 -0.3826  C2 1.192
8 H -0.5818 -0.6352 1.3178  C2 1.072
9 H -2.6540 -1.2150 1.1490  C3 0.988
10 H -3.1629 0.0650 0.1310  C3 1.120
11 H -2.2014 -1.2896 -0.6192  C3 1.180
12 C 2.3918 0.3315 -0.6888  C13 1.594, H14 1.157, H15 1.088, H16 1.065
13 C 2.0641 -1.1217 -1.2551  C12 1.594, H17 1.163, H18 1.095, H19 1.035
14 H 3.1314 0.7529 -1.4720  C12 1.157
15 H 1.4843 0.9190 -0.5662  C12 1.088
16 H 2.6314 0.4903 0.3362  C12 1.065
17 H 2.0699 -1.4130 -2.3814  C13 1.163
18 H 1.2387 -1.6567 -0.7735  C13 1.095
19 H 2.9945 -1.5741 -1.2406  C13 1.035

=====

So which one is most stable? That would be i, about 152.5 kJ/mol below the next structure.

=====

i:
Computed, not measured: a 2-piece molecular cluster, C5H14 overall, with the ωB97M-V functional and the def2-TZVPD basis.

Output
Spin multiplicity = 1
HOMO = -10.983 eV
Frontier orbital gap = 0.4450 Eh

Last columns: bonded neighbours and bond lengths (Å).
Positions of all 19 atoms, in Å:
1 C 0.6107 -1.5464 0.8346  C2 1.531, H4 1.031, H5 1.076, H6 1.175
2 C -0.4622 -2.2533 0.0019  C1 1.531, C3 1.506, H7 1.039, H8 1.020
3 C -1.4331 -1.2242 -0.5140  C2 1.506, H9 1.188, H10 1.080, H11 1.138
4 H 1.2529 -0.9402 0.3033  C1 1.031
5 H 1.0241 -2.4026 1.3379  C1 1.076
6 H -0.0394 -0.9419 1.6050  C1 1.175
7 H -0.0065 -2.7504 -0.7891  C2 1.039
8 H -1.0087 -2.9719 0.4756  C2 1.020
9 H -1.7955 -0.5113 0.3649  C3 1.188
10 H -0.7183 -0.5776 -1.0005  C3 1.080
11 H -2.3743 -1.5600 -1.0578  C3 1.138
12 C 1.3190 2.3534 -0.0146  C13 1.565, H14 0.977, H15 1.166, H16 1.112
13 C -0.1659 2.0284 -0.3877  C12 1.565, H17 1.011, H18 1.027, H19 1.062
14 H 1.6618 2.2011 0.8874  C12 0.977
15 H 2.0747 1.8755 -0.7636  C12 1.166
16 H 1.4201 3.4524 0.1206  C12 1.112
17 H -0.6212 1.3500 0.2071  C13 1.011
18 H -0.7112 2.8939 -0.2987  C13 1.027
19 H -0.0271 1.5252 -1.3123  C13 1.062

=====

ii:
Computed, not measured: a 2-piece molecular cluster, C5H14 overall, with the ωB97M-V functional and the def2-TZVPD basis.

Output
Spin multiplicity = 1
HOMO = -10.836 eV
Frontier orbital gap = 0.4400 Eh

Last columns: bonded neighbours and bond lengths (Å).
Positions of all 19 atoms, in Å:
1 C 0.6362 3.0178 -0.3935  C2 1.486, H4 1.109, H5 1.139, H6 1.068
2 C 0.3676 1.5631 -0.5371  C1 1.486, C3 1.632, H7 1.211, H8 1.078
3 C -1.0527 1.1745 0.1654  C2 1.632, H9 1.086, H10 1.056, H11 1.159
4 H 1.5777 3.3582 -0.8708  C1 1.109
5 H 0.8397 3.3003 0.6908  C1 1.139
6 H -0.1966 3.5513 -0.7975  C1 1.068
7 H 0.2434 1.3534 -1.7235  C2 1.211
8 H 1.2364 0.9459 -0.3748  C2 1.078
9 H -1.7563 0.6652 -0.4861  C3 1.086
10 H -0.8637 0.6200 1.0434  C3 1.056
11 H -1.5527 2.1007 0.6509  C3 1.159
12 C 0.1493 -3.1746 0.9661  C13 1.540, H14 1.062, H15 1.074, H16 1.043
13 C -0.0456 -2.2819 -0.2733  C12 1.540, H17 1.072, H18 1.183, H19 1.236
14 H 0.5104 -2.6169 1.7946  C12 1.062
15 H -0.7201 -3.8038 0.9930  C12 1.074
16 H 0.9718 -3.8164 0.9535  C12 1.043
17 H 0.6872 -2.5855 -0.9944  C13 1.072
18 H -1.1243 -2.2968 -0.7581  C13 1.183
19 H 0.0923 -1.0745 -0.0485  C13 1.236

=====

So which one is most stable? That would be ii, about 46.8 kJ/mol below the next structure.

=====

i:
Computed, not measured: a 2-piece molecular cluster, C5H14 overall, with the ωB97M-V functional and the def2-TZVPD basis.

Output
Spin multiplicity = 1
HOMO = -10.509 eV
Frontier orbital gap = 0.4259 Eh

Last columns: bonded neighbours and bond lengths (Å).
Positions of all 19 atoms, in Å:
1 C 0.0474 2.1531 0.9907  C2 1.574, H4 1.138, H5 1.059, H6 1.155
2 C 1.5860 1.8777 1.1754  C1 1.574, C3 1.603, H7 1.032, H8 1.131
3 C 1.7152 0.6296 0.1783  C2 1.603, H9 1.113, H10 1.098, H11 1.124
4 H -0.1654 3.2455 1.2266  C1 1.138
5 H -0.2603 2.2062 -0.0208  C1 1.059
6 H -0.4691 1.2418 1.4782  C1 1.155
7 H 1.7657 1.6016 2.1537  C2 1.032
8 H 2.0885 2.7949 0.7438  C2 1.131
9 H 1.4716 -0.4194 0.4599  C3 1.113
10 H 2.6515 0.6788 -0.3925  C3 1.098
11 H 0.9526 0.6526 -0.6468  C3 1.124
12 C -1.2482 -2.4476 -1.5911  C13 1.566, H14 1.168, H15 1.105, H16 1.101
13 C -1.6876 -1.6831 -0.2970  C12 1.566, H17 1.195, H18 1.104, H19 1.141
14 H -0.3666 -1.8565 -2.0776  C12 1.168
15 H -0.7065 -3.3740 -1.3289  C12 1.105
16 H -2.1094 -2.7586 -2.2021  C12 1.101
17 H -0.7042 -1.6179 0.3788  C13 1.195
18 H -2.4475 -2.2876 0.2289  C13 1.104
19 H -2.1137 -0.6372 -0.4577  C13 1.141

=====

ii:
Computed, not measured: a 2-piece molecular cluster, C5H14 overall, with the ωB97M-V functional and the def2-TZVPD basis.

Output
Spin multiplicity = 1
HOMO = -11.322 eV
Frontier orbital gap = 0.4572 Eh

Last columns: bonded neighbours and bond lengths (Å).
Positions of all 19 atoms, in Å:
1 C -1.3467 -0.7581 2.5768  C2 1.531, H4 1.087, H5 1.085, H6 1.095
2 C -0.6375 0.2168 1.6336  C1 1.531, C3 1.522, H7 1.090, H8 1.086
3 C -1.5272 0.7603 0.5245  C2 1.522, H9 1.095, H10 1.088, H11 1.088
4 H -1.7078 -0.2625 3.4740  C1 1.087
5 H -0.7024 -1.5817 2.8659  C1 1.085
6 H -2.2495 -1.1406 2.0898  C1 1.095
7 H -0.2208 1.0578 2.1882  C2 1.090
8 H 0.2320 -0.2291 1.1596  C2 1.086
9 H -1.0386 1.5653 -0.0337  C3 1.095
10 H -1.7751 -0.0126 -0.2000  C3 1.088
11 H -2.4299 1.2366 0.9028  C3 1.088
12 C 1.4343 0.0907 -1.4214  C13 1.547, H14 1.090, H15 1.093, H16 1.081
13 C 1.8331 -0.3084 -2.8616  C12 1.547, H17 1.091, H18 1.088, H19 1.081
14 H 1.4880 -0.7611 -0.7427  C12 1.090
15 H 2.2887 0.6946 -1.1062  C12 1.093
16 H 0.5109 0.6531 -1.4117  C12 1.081
17 H 2.8434 -0.7194 -2.8500  C13 1.091
18 H 1.8055 0.5720 -3.4996  C13 1.088
19 H 1.1995 -1.0739 -3.2882  C13 1.081

=====

iii:
Computed, not measured: a 2-piece molecular cluster, C5H14 overall, with the ωB97M-V functional and the def2-TZVPD basis.

Output
Spin multiplicity = 1
HOMO = -11.370 eV
Frontier orbital gap = 0.4604 Eh

Last columns: bonded neighbours and bond lengths (Å).
Positions of all 19 atoms, in Å:
1 C -1.0886 1.3667 0.0735  C2 1.513, H4 1.098, H5 1.096, H6 1.100
2 C -0.3256 1.3532 1.3798  C1 1.513, C3 1.530, H7 1.094, H8 1.092
3 C -0.7205 0.1837 2.2836  C2 1.530, H9 1.089, H10 1.086, H11 1.098
4 H -1.1612 0.4176 -0.4740  C1 1.098
5 H -0.6393 2.0135 -0.6890  C1 1.096
6 H -2.1527 1.6263 0.1793  C1 1.100
7 H 0.7372 1.2217 1.1561  C2 1.094
8 H -0.3842 2.3283 1.8673  C2 1.092
9 H -1.7650 0.2077 2.5915  C3 1.089
10 H -0.5127 -0.7406 1.7526  C3 1.086
11 H -0.0555 0.1888 3.1575  C3 1.098
12 C 1.1631 -0.8589 -2.2557  C13 1.534, H14 1.106, H15 1.088, H16 1.082
13 C 0.7743 -1.7531 -1.0713  C12 1.534, H17 1.094, H18 1.091, H19 1.082
14 H 1.5546 0.0805 -1.8228  C12 1.106
15 H 2.0397 -1.1346 -2.8381  C12 1.088
16 H 0.3458 -0.5610 -2.8988  C12 1.082
17 H 1.5858 -2.4207 -0.7662  C13 1.094
18 H -0.0104 -2.4449 -1.3818  C13 1.091
19 H 0.6153 -1.0744 -0.2434  C13 1.082

=====

So which one is most stable? That would be ii, about 14.0 kJ/mol below the next structure.

=====

i:
Computed, not measured: a 2-piece molecular cluster, C5H14 overall, with the ωB97M-V functional and the def2-TZVPD basis.

Output
Spin multiplicity = 1
HOMO = -10.338 eV
Frontier orbital gap = 0.4187 Eh

Last columns: bonded neighbours and bond lengths (Å).
Positions of all 19 atoms, in Å:
1 C 1.6299 1.5179 1.6934  C2 1.502, H4 1.151, H5 1.156, H6 1.165
2 C 2.4789 0.3811 1.1999  C1 1.502, C3 1.461, H7 1.143, H8 1.159
3 C 1.6421 -0.4434 0.3318  C2 1.461, H9 1.084, H10 1.100, H11 1.129
4 H 1.4063 1.7182 2.8046  C1 1.151
5 H 1.8081 2.6045 1.3431  C1 1.156
6 H 0.5317 1.1901 1.4829  C1 1.165
7 H 2.8523 -0.2682 2.0636  C2 1.143
8 H 3.5812 0.4540 0.8508  C2 1.159
9 H 1.9453 -1.4262 -0.0107  C3 1.084
10 H 1.6136 0.1546 -0.5913  C3 1.100
11 H 0.5587 -0.4894 0.6457  C3 1.129
12 C -3.1499 -0.8627 -0.9306  C13 1.584, H14 1.051, H15 1.083, H16 1.079
13 C -2.2475 -0.5488 -2.1935  C12 1.584, H17 1.122, H18 1.091, H19 1.102
14 H -2.8752 -0.1523 -0.2056  C12 1.051
15 H -4.2031 -0.6872 -1.1113  C12 1.083
16 H -2.8707 -1.8542 -0.6081  C12 1.079
17 H -3.0369 -0.0763 -2.8352  C13 1.122
18 H -1.9910 -1.4847 -2.6921  C13 1.091
19 H -1.4414 0.0527 -1.7422  C13 1.102

=====

ii:
Computed, not measured: a 2-piece molecular cluster, C5H14 overall, with the ωB97M-V functional and the def2-TZVPD basis.

Output
Spin multiplicity = 1
HOMO = -11.217 eV
Frontier orbital gap = 0.4556 Eh

Last columns: bonded neighbours and bond lengths (Å).
Positions of all 19 atoms, in Å:
1 C 0.3810 -1.6099 0.7116  C2 1.533, H4 1.100, H5 1.091, H6 1.099
2 C -0.3079 -1.1950 -0.5936  C1 1.533, C3 1.574, H7 1.102, H8 1.089
3 C -0.2105 -2.3695 -1.6372  C2 1.574, H9 1.105, H10 1.072, H11 1.046
4 H -0.2746 -2.0581 1.4730  C1 1.100
5 H 0.8350 -0.7051 1.1188  C1 1.091
6 H 1.2058 -2.3213 0.5685  C1 1.099
7 H -1.3230 -0.8122 -0.3971  C2 1.102
8 H 0.2808 -0.3636 -0.9774  C2 1.089
9 H 0.8541 -2.6416 -1.5200  C3 1.105
10 H -0.7665 -3.1960 -1.2411  C3 1.072
11 H -0.5660 -2.0444 -2.5653  C3 1.046
12 C -0.2764 2.6318 -0.0336  C13 1.502, H14 1.070, H15 1.112, H16 1.116
13 C 0.2876 2.1484 1.2722  C12 1.502, H17 1.089, H18 1.098, H19 1.119
14 H -0.3754 1.8922 -0.8001  C12 1.070
15 H -1.3306 2.9485 0.1238  C12 1.112
16 H 0.2293 3.5366 -0.4471  C12 1.116
17 H 1.3607 1.9663 1.2366  C13 1.089
18 H 0.2296 2.9458 2.0249  C13 1.098
19 H -0.2328 1.2469 1.6833  C13 1.119

=====

iii:
Computed, not measured: a 2-piece molecular cluster, C5H14 overall, with the ωB97M-V functional and the def2-TZVPD basis.

Output
Spin multiplicity = 1
HOMO = -11.369 eV
Frontier orbital gap = 0.4607 Eh

Last columns: bonded neighbours and bond lengths (Å).
Positions of all 19 atoms, in Å:
1 C -1.3269 0.4373 -2.7306  C2 1.547, H4 1.094, H5 1.087, H6 1.079
2 C -0.2320 -0.6441 -2.5772  C1 1.547, C3 1.528, H7 1.084, H8 1.076
3 C 0.7424 -0.3300 -1.4427  C2 1.528, H9 1.092, H10 1.089, H11 1.089
4 H -2.3083 -0.0384 -2.6403  C1 1.094
5 H -1.3237 0.8524 -3.7353  C1 1.087
6 H -1.2710 1.1543 -1.9262  C1 1.079
7 H -0.7473 -1.5708 -2.3499  C2 1.084
8 H 0.2974 -0.6331 -3.5137  C2 1.076
9 H 1.8030 -0.3794 -1.6975  C3 1.092
10 H 0.6079 0.6292 -0.9456  C3 1.089
11 H 0.6382 -1.0206 -0.6066  C3 1.089
12 C 0.1716 -0.0532 2.3252  C13 1.539, H14 1.092, H15 1.083, H16 1.090
13 C 0.5807 0.4652 3.7154  C12 1.539, H17 1.079, H18 1.097, H19 1.082
14 H -0.9134 -0.0173 2.2105  C12 1.092
15 H 0.5592 0.5759 1.5331  C12 1.083
16 H 0.5677 -1.0555 2.1614  C12 1.090
17 H 1.3469 1.2190 3.6246  C13 1.079
18 H 1.0783 -0.3369 4.2737  C13 1.097
19 H -0.2705 0.7459 4.3217  C13 1.082

=====

iv:
Computed, not measured: a 2-piece molecular cluster, C5H14 overall, with the ωB97M-V functional and the def2-TZVPD basis.

Output
Spin multiplicity = 1
HOMO = -10.695 eV
Frontier orbital gap = 0.4329 Eh

Last columns: bonded neighbours and bond lengths (Å).
Positions of all 19 atoms, in Å:
1 C -2.1072 0.3195 0.4265  C2 1.545, H4 1.082, H5 1.090, H6 1.105
2 C -1.0279 1.0341 1.2700  C1 1.545, C3 1.640, H7 1.041, H8 1.056
3 C -0.3394 2.1482 0.2824  C2 1.640, H9 1.174, H10 1.093, H11 1.005
4 H -2.9102 0.0828 1.1121  C1 1.082
5 H -2.3170 1.0935 -0.3121  C1 1.090
6 H -1.9213 -0.7208 0.1043  C1 1.105
7 H -1.3584 1.4100 2.1824  C2 1.041
8 H -0.2202 0.3977 1.5089  C2 1.056
9 H 0.3134 2.5951 1.1495  C3 1.174
10 H 0.2131 1.8108 -0.5980  C3 1.093
11 H -0.9651 2.8819 -0.0009  C3 1.005
12 C 1.2637 -1.0360 -0.9315  C13 1.540, H14 1.002, H15 1.205, H16 1.097
13 C 2.0585 -2.3550 -0.9358  C12 1.540, H17 1.135, H18 1.078, H19 1.051
14 H 0.2729 -1.0471 -0.7845  C12 1.002
15 H 1.7108 -0.1342 -0.2694  C12 1.205
16 H 1.3176 -0.8019 -2.0023  C12 1.097
17 H 2.3028 -2.8678 0.0469  C13 1.135
18 H 2.9985 -2.2417 -1.4513  C13 1.078
19 H 1.4769 -3.1234 -1.3553  C13 1.051

=====

So which one is most stable? That would be ii, about 14.2 kJ/mol below the next structure.